{
  "formula": "C29H42F6N3OSScSi3",
  "method": "ωB97M-V with the def2-TZVPD basis set",
  "homo_lumo_gap_ev": 7.8,
  "e_tot_ev": -108753.22975,
  "charge": 0,
  "species": ["Sc", "C", "Si", "C", "C", "C", "Si", "C", "C", "C", "Si", "C", "C", "C", "C", "C", "C", "C", "N", "H", "H", "H", "H", "H", "H", "H", "H", "H", "H", "H", "H", "H", "H", "H", "H", "H", "H", "H", "H", "H", "H", "H", "H", "H", "H", "H", "H", "C", "C", "O", "C", "F", "F", "F", "C", "F", "F", "F", "H", "H", "H", "C", "C", "C", "C", "C", "C", "C", "C", "C", "C", "H", "H", "H", "H", "H", "H", "H", "N", "C", "N", "S", "H", "H", "H", "H"],
  "xyz": [[0.4172, -0.2927, -0.6094], [-1.4520, 1.2408, 4.1940], [-0.6189, 0.2013, 2.8056], [1.1773, -0.0834, 3.4110], [-1.5732, -1.4521, 2.9856], [-0.6374, 1.0104, 1.0730], [-2.4059, 1.4260, 0.5132], [-3.7246, 0.0454, 0.7006], [-3.1998, 2.9759, 1.3133], [-2.3704, 1.7248, -1.3872], [0.5246, 2.5057, 1.0538], [0.8472, 3.4476, 2.6948], [0.1467, 4.0052, -0.0872], [2.2997, 1.9374, 0.5121], [3.4214, 2.7139, 0.7966], [4.6868, 2.2877, 0.4399], [4.8032, 1.0847, -0.2365], [3.6480, 0.3764, -0.5105], [2.4265, 0.7736, -0.1426], [-1.2515, 0.7989, 5.1672], [-2.5294, 1.2640, 4.0650], [-1.1106, 2.2668, 4.2317], [1.3417, -1.1182, 3.6920], [1.3993, 0.5257, 4.2782], [1.9042, 0.1615, 2.6448], [-0.9224, -2.2418, 3.3471], [-2.0009, -1.7888, 2.0505], [-2.3840, -1.3449, 3.6985], [-3.8811, -0.2350, 1.7352], [-3.4384, -0.8474, 0.1525], [-4.6805, 0.3781, 0.3023], [-3.2346, 2.8713, 2.3912], [-4.2163, 3.1307, 0.9650], [-2.6348, 3.8740, 1.0925], [-1.7278, 0.9648, -1.8427], [-1.9926, 2.7122, -1.6298], [-3.3565, 1.6293, -1.8319], [-0.0921, 3.8146, 3.0922], [1.4830, 4.3157, 2.5480], [1.3048, 2.8216, 3.4509], [-0.6911, 4.5764, 0.2956], [-0.0882, 3.7091, -1.1001], [1.0056, 4.6685, -0.1337], [3.2923, 3.6485, 1.3192], [5.5618, 2.8717, 0.6897], [5.7674, 0.7005, -0.5330], [3.7099, -0.5632, -1.0436], [-0.9678, -3.0222, -3.4296], [-0.1110, -1.7438, -3.3028], [-0.4474, -0.9114, -2.2972], [-0.1906, -0.9933, -4.6679], [-0.1159, -1.8038, -5.7341], [0.7692, -0.0752, -4.8380], [-1.3582, -0.3402, -4.7740], [1.3749, -2.1505, -3.1183], [2.0891, -1.0869, -2.6611], [1.5160, -3.0950, -2.1795], [2.0014, -2.5942, -4.2099], [-1.9962, -2.7311, -3.6310], [-0.9326, -3.5764, -2.4942], [-0.5915, -3.6464, -4.2385], [-1.8341, -5.3513, 1.0862], [-2.1643, -4.2533, 0.2758], [-1.2848, -3.2161, 0.1254], [-0.0085, -3.2292, 0.7392], [0.9209, -2.1559, 0.5168], [2.1490, -2.3094, 1.1486], [2.4549, -3.3788, 2.0090], [1.5512, -4.3767, 2.2239], [0.3084, -4.3460, 1.5627], [-0.6263, -5.3916, 1.7198], [-2.5379, -6.1616, 1.2022], [-3.1242, -4.2438, -0.2226], [-1.5568, -2.3484, -0.4764], [2.9402, -1.5755, 1.0109], [3.4131, -3.3896, 2.5147], [1.7741, -5.2011, 2.8866], [-0.3566, -6.2334, 2.3445], [0.9896, 4.0689, -4.1859], [0.4654, 2.9380, -3.6730], [-0.7718, 2.5938, -4.0514], [1.3325, 2.0478, -2.5639], [0.5264, 4.5902, -4.9097], [1.9426, 4.2943, -3.9628], [-1.3088, 3.1415, -4.6998], [-1.1873, 1.7643, -3.6594]],
  "mulliken_charge": [-1.588, -1.365, 0.750, -1.134, -0.861, 1.653, 0.212, -1.146, -1.140, 0.066, -0.117, -1.489, -0.825, 0.467, -0.862, -0.622, -1.212, -0.644, 1.574, 0.374, 0.325, 0.351, 0.483, 0.426, 0.049, 0.393, -0.146, 0.547, 0.320, 0.156, 0.452, 0.310, 0.387, 0.293, -1.078, 0.525, 0.543, 0.337, 0.431, 0.392, 0.406, -0.157, 0.263, 0.362, 0.450, 0.457, 0.455, -2.117, 1.387, -0.331, 0.395, -0.303, -0.249, -0.292, 0.416, -0.153, -0.294, -0.302, 0.474, 0.439, 0.443, -0.939, -0.995, -1.089, 1.314, 1.856, -0.938, -1.068, -1.018, 1.123, -0.825, 0.402, 0.447, 0.742, 0.108, 0.409, 0.387, 0.416, -0.426, 0.669, -0.218, -0.283, 0.190, 0.208, 0.160, 0.032]
}